Entry from the Open Molecules 2025 dataset: a cluster of 2 separate species, C5H8O2 in total (the ωB97M-V functional and the def2-TZVPD basis).

Element x y z (Å)
1 H 1.347 -2.154 -1.524
2 H 0.573 0.894 2.929
3 O -0.655 -0.859 1.218
4 H -0.200 -1.246 0.449
5 O -2.161 1.772 -0.258
6 H 1.001 0.250 -1.996
7 H 0.551 2.270 1.808
8 C 0.355 -1.743 -1.701
9 C 0.170 -0.450 -1.959
10 H -0.476 -2.446 -1.685
11 C 0.613 1.179 1.872
12 C -1.385 1.186 0.400
13 H -0.818 -0.038 -2.154
14 C -0.504 0.516 1.125
15 H 1.589 0.868 1.476

Computed properties:
**HOMO energy**: -8.47 eV
**E_tot**: -345.71011 hartree
**Lowest unoccupied orbital energy**: 0.874 eV
**ΔE to the lowest compared entry with this formula, charge and spin**: 2.581 eV
**Kohn-Sham gap**: 9.34 eV
**SMILES string**: CC(O)=C=O.C=C

Results of the Löwdin charge analysis, in e, for atoms 1 through 4: 0.06, 0.08, 0.00, 0.05